1.
DFT (wB97M-V/def2-TZVPD) results for one molecule with the formula C4H12OSi2 at a distorted geometry.

The geometry in XYZ format:
```
19
Properties=species:S:1:pos:R:3:lowdin_charge:R:1
C -1.136 -2.269 -1.787 -0.104
C -1.117 -1.107 -1.097 -0.217
C -0.583 2.145 0.466 -0.162
C 0.525 1.503 -0.446 -0.293
O 1.751 -1.168 -1.118 -0.260
Si 0.933 -1.111 1.927 0.521
Si 0.585 -0.441 -0.206 0.335
H -2.106 -2.574 -2.165 0.037
H -0.370 -3.091 -1.757 0.068
H -2.041 -0.543 -0.939 0.043
H -0.464 3.236 0.780 0.099
H -1.497 2.027 -0.003 0.027
H -0.689 1.620 1.353 0.012
H 1.464 1.720 0.085 0.048
H 0.640 2.092 -1.300 0.042
H 1.337 -1.471 -2.013 0.096
H -0.360 -1.248 2.949 -0.063
H 1.537 -2.359 2.258 -0.151
H 1.900 0.014 2.471 -0.079
```

Calculated values
- HOMO level (hartree) = -0.3613
- strongest force on any atom (eV/Å) = 4.38
- orbital gap (Ha) = 0.385
- LUMO energy (eV) = 0.64

=====

2.
DFT (wB97M-V/def2-TZVPD) results for a 7-piece molecular cluster, CH14O7 overall at a distorted geometry.

The geometry in XYZ format:
```
22
Properties=species:S:1:pos:R:3:lowdin_charge:R:1
O -1.178 -1.651 -1.210 -0.033
C -0.935 -2.831 -1.111 -0.104
H -0.862 -3.319 -0.136 0.081
H -0.830 -3.453 -2.012 0.098
H -0.280 1.307 1.752 -0.014
H -0.696 2.454 2.715 0.033
O 0.039 1.892 2.461 -0.079
H -0.305 0.746 -1.995 0.009
H -0.286 -0.383 -2.985 0.018
O -0.360 0.577 -2.946 -0.058
H 2.173 0.230 2.001 0.020
H 3.162 -0.448 3.091 0.035
O 2.743 -0.504 2.235 -0.050
H 0.319 4.241 -1.063 0.040
H -0.819 3.320 -0.598 0.013
O -0.537 4.241 -0.611 -0.060
H 2.372 -3.299 0.142 0.056
H 1.325 -2.355 0.679 0.038
O 1.453 -3.038 0.008 -0.063
H -1.345 0.134 -0.148 0.010
H -2.465 0.154 0.757 0.065
O -1.646 0.650 0.620 -0.056
```

Calculated values
- HOMO level (hartree) = -0.4006
- strongest force on any atom (eV/Å) = 1.53
- orbital gap (Ha) = 0.411
- LUMO energy (eV) = 0.28

=====

3.
DFT (wB97M-V/def2-TZVPD) results for a 4-piece molecular cluster, C24H54O14S2 overall.

The geometry in XYZ format:
```
94
Properties=species:S:1:pos:R:3:lowdin_charge:R:1
C 0.577 -3.915 2.631 -0.089
O -0.048 -2.948 1.812 -0.243
C -1.466 -3.046 1.786 -0.208
C -2.051 -2.843 0.395 -0.174
C -2.351 -1.395 0.030 -0.171
C -1.125 -0.479 -0.193 -0.166
C -1.034 0.602 0.889 -0.108
C -0.161 1.849 0.645 -0.355
S -0.408 2.513 -1.069 0.693
C 0.759 1.701 -2.098 -0.106
O -0.070 3.902 -1.061 -0.276
O -1.733 2.143 -1.462 -0.285
O -0.718 2.945 1.438 -0.160
S -0.299 2.744 2.966 0.609
O 0.039 4.003 3.493 -0.180
O -1.211 1.907 3.644 -0.194
O 0.986 1.849 2.650 -0.148
C 1.285 1.832 1.233 -0.340
C 2.161 0.619 0.931 -0.062
C 1.877 -0.675 1.702 -0.222
O 3.056 -1.469 1.838 -0.053
C 2.092 3.142 0.894 -0.120
O 2.626 3.756 2.029 -0.074
C 3.833 3.210 2.510 -0.260
O 4.329 4.019 3.504 -0.079
C 3.427 4.193 4.595 -0.164
C 4.233 4.543 5.846 -0.223
O 3.753 5.695 6.519 -0.060
H 0.671 -4.869 2.103 0.093
H 0.040 -4.050 3.573 0.091
H 1.578 -3.549 2.859 0.083
H -1.761 -4.034 2.151 0.117
H -1.887 -2.302 2.474 0.132
H -3.002 -3.383 0.390 0.116
H -1.410 -3.323 -0.349 0.103
H -2.961 -1.383 -0.875 0.108
H -2.983 -0.989 0.826 0.115
H -1.230 -0.052 -1.183 0.083
H -0.228 -1.096 -0.194 0.082
H -2.026 1.003 1.093 0.125
H -0.701 0.115 1.805 0.121
H 1.741 2.082 -1.827 0.075
H 0.501 2.039 -3.100 0.091
H 0.708 0.618 -1.999 0.037
H 2.145 0.418 -0.139 0.106
H 3.187 0.910 1.170 0.114
H 1.458 -0.465 2.686 0.129
H 1.193 -1.306 1.151 0.064
H 3.812 -0.893 1.988 0.081
H 2.898 2.872 0.199 0.136
H 1.469 3.878 0.403 0.115
H 3.655 2.195 2.906 0.134
H 4.580 3.183 1.710 0.145
H 2.860 3.267 4.741 0.124
H 2.722 4.997 4.382 0.130
H 4.246 3.685 6.527 0.117
H 5.261 4.738 5.549 0.122
H 2.910 5.484 6.930 0.086
C -6.037 1.141 -1.786 -0.063
C -5.701 2.383 -0.973 -0.496
C -5.005 3.433 -1.821 -0.058
O -4.881 2.043 0.145 -0.056
H -5.119 0.698 -2.186 0.076
H -6.529 0.396 -1.162 0.077
H -6.692 1.382 -2.625 0.077
H -6.618 2.790 -0.542 0.136
H -4.067 3.015 -2.195 0.063
H -4.762 4.312 -1.224 0.084
H -5.611 3.743 -2.673 0.079
H -4.042 1.720 -0.207 0.057
C 3.456 -2.498 -2.808 -0.046
C 2.421 -2.014 -1.805 -0.474
C 1.910 -3.136 -0.920 -0.040
O 1.342 -1.356 -2.469 -0.074
H 3.008 -3.237 -3.477 0.075
H 3.817 -1.670 -3.418 0.081
H 4.307 -2.958 -2.304 0.082
H 2.870 -1.244 -1.170 0.120
H 1.429 -3.912 -1.522 0.080
H 1.172 -2.768 -0.208 0.041
H 2.728 -3.588 -0.357 0.091
H 0.896 -1.994 -3.044 0.058
C -2.136 -4.138 -3.561 -0.044
C -1.182 -3.430 -4.508 -0.480
C -1.313 -3.933 -5.935 -0.055
O 0.171 -3.568 -4.053 -0.074
H -1.924 -5.211 -3.542 0.087
H -2.026 -3.755 -2.546 0.060
H -3.171 -4.001 -3.874 0.086
H -1.374 -2.356 -4.482 0.141
H -1.078 -5.000 -5.983 0.084
H -0.622 -3.406 -6.593 0.082
H -2.327 -3.791 -6.309 0.083
H 0.397 -4.505 -4.059 0.098
```

Calculated values
- HOMO level (hartree) = -0.3641
- strongest force on any atom (eV/Å) = 0.65
- orbital gap (Ha) = 0.376
- LUMO energy (eV) = 0.33